Below is a cluster of 2 separate species, C5H13NO in total, with properties calculated with ωB97M-V with the def2-TZVPD basis set.

Each atom is followed by the atoms it is bonded to, with distances in Å.
Atoms and positions in Å:
1 C 1.38 -0.27 -0.35  C4 1.579, H7 1.075, H8 1.093, H9 1.078
2 N -1.02 -1.91 0.08  C3 1.365, H10 1.019, H11 1.042
3 C -1.18 -0.71 -0.54  N2 1.365, C4 1.426, C6 1.591
4 C -0.05 0.08 -0.91  C1 1.579, C3 1.426, C5 1.448
5 C -0.41 1.15 -1.81  C4 1.448, H12 1.174, H13 1.168, H14 1.081
6 C -2.72 -0.45 -0.83  C3 1.591, H15 1.087, H16 1.093, H17 1.121
7 H 2.03 0.57 -0.56  C1 1.075
8 H 1.22 -0.42 0.72  C1 1.093
9 H 1.70 -1.17 -0.85  C1 1.078
10 H -0.23 -2.12 0.69  N2 1.019
11 H -1.77 -2.64 0.10  N2 1.042
12 H -1.43 0.99 -2.38  C5 1.174
13 H -0.59 2.18 -1.28  C5 1.168
14 H 0.24 1.37 -2.64  C5 1.081
15 H -2.60 0.59 -1.13  C6 1.087
16 H -3.22 -0.74 0.10  C6 1.093
17 H -2.98 -1.09 -1.71  C6 1.121
18 H 4.48 1.02 4.40  O20 0.957
19 H 3.56 2.29 4.35  O20 1.021
20 O 3.58 1.29 4.58  H18 0.957, H19 1.021

The LUMO energy is 0.88 eV. As for the calculated total energy: -328.227704 hartree. As for the HOMO energy: -6.9 eV.